Entry i
Here is a cluster of 12 separate species, H24O12 in total from OMol25. Energies are from ωB97M-V/def2-TZVPD.

The LUMO energy comes out at -0.0152 hartree. As for the gap between HOMO and LUMO: 9.70 eV.

Each line ends with the Löwdin charge.
Cartesian coordinates (Å):
1 O 1.131 -3.259 -0.427  -0.0576
2 O 0.589 0.517 0.408  -0.0330
3 H 1.133 1.120 2.192  -0.0160
4 H 1.012 0.071 -0.326  0.0255
5 O -2.634 -0.097 -1.083  -0.0351
6 H -0.317 1.865 -2.246  -0.0232
7 H 0.405 1.397 0.079  -0.0081
8 H 2.387 -1.828 -2.579  0.0658
9 O -2.025 3.171 0.414  -0.0261
10 H 0.782 3.903 -0.693  0.0740
11 O 1.585 0.854 2.993  -0.0524
12 H 0.559 -1.905 -2.382  -0.0390
13 O 0.756 2.952 -0.799  -0.0358
14 H -3.282 0.732 2.136  0.0460
15 O -1.036 1.769 -2.871  -0.0514
16 H -0.770 -1.614 1.649  0.0386
17 H 1.591 2.735 -1.215  0.0732
18 H -2.264 0.063 -0.215  -0.0057
19 H 2.046 -1.573 1.958  -0.0074
20 H -2.252 1.480 1.317  -0.0233
21 H -1.029 -3.026 2.129  0.0674
22 H 2.056 -2.383 3.237  0.0299
23 O -2.346 0.758 1.939  -0.0482
24 H -2.460 3.958 0.740  0.0583
25 O 2.234 -1.085 -1.996  -0.0374
26 H -2.726 -1.048 -1.133  0.0445
27 O -0.529 -2.525 1.485  -0.0245
28 O -0.157 -2.313 -2.868  -0.0539
29 H -1.709 3.414 -0.456  0.0358
30 H -0.672 -2.767 -2.201  0.0227
31 H 3.012 -0.537 -2.096  0.0661
32 H -1.701 1.270 -2.397  -0.0058
33 H 2.065 1.635 3.268  0.0301
34 O 2.550 -2.236 2.431  -0.0548
35 H 0.383 -3.022 0.121  -0.0291
36 H 1.631 -2.448 -0.515  -0.0100

=====

Entry ii
Here is a cluster of 12 separate species, H24O12 in total from OMol25. Energies are from ωB97M-V/def2-TZVPD.

The LUMO energy comes out at 0.0031 hartree. As for the gap between HOMO and LUMO: 10.56 eV.

Each line ends with the Löwdin charge.
Cartesian coordinates (Å):
1 H 0.377 0.648 -3.627  0.0469
2 H -0.245 -2.816 2.590  0.0259
3 H 2.744 -1.815 -4.223  0.0368
4 H -0.430 -4.318 2.452  0.0482
5 H 1.969 -3.065 0.514  0.0074
6 H 2.149 2.319 3.937  0.0547
7 H 0.036 1.709 -5.226  -0.0128
8 O -0.014 1.444 -3.247  -0.0453
9 H 3.051 -1.536 -2.761  0.0331
10 H -0.769 2.792 -5.926  0.0403
11 H -2.771 0.927 2.849  -0.0026
12 H -2.108 2.117 3.523  0.0376
13 H -3.996 -0.187 0.485  0.0760
14 H -2.601 -2.085 0.781  0.0067
15 H 1.462 2.320 2.581  0.0060
16 H 0.695 0.557 2.956  0.0197
17 O -2.135 -2.430 0.011  -0.0570
18 H 2.502 -3.073 -0.909  0.0248
19 H 0.433 3.169 0.559  0.0366
20 O 0.181 -3.604 2.236  -0.0444
21 O -2.431 1.227 3.700  -0.0794
22 H -0.579 0.361 -1.555  0.0162
23 O -0.266 0.573 3.016  -0.0713
24 H 0.651 2.126 -3.399  0.0646
25 H -0.558 -0.363 -0.219  -0.0109
26 O -3.306 -0.370 1.133  -0.0399
27 O -0.037 0.234 -0.768  -0.0479
28 O 1.090 2.647 0.086  -0.0479
29 H 1.884 2.724 0.627  0.0225
30 O 0.111 2.401 -5.894  -0.0654
31 H -2.487 -0.292 0.631  0.0264
32 H -1.249 -2.060 0.088  0.0101
33 O 2.327 -1.545 -3.397  -0.0525
34 H -0.487 -0.247 3.472  0.0429
35 O 2.520 -2.559 -0.093  -0.0589
36 O 2.285 2.070 3.016  -0.0473

=====

Entry iii
Here is a cluster of 12 separate species, H24O12 in total from OMol25. Energies are from ωB97M-V/def2-TZVPD.

The LUMO energy comes out at 0.0026 hartree. As for the gap between HOMO and LUMO: 10.09 eV.

Each line ends with the Löwdin charge.
Cartesian coordinates (Å):
1 O -2.395 -1.232 3.669  -0.0487
2 H 1.444 -2.999 -1.688  0.0511
3 H -3.212 -0.999 1.945  0.0003
4 H -1.097 2.206 3.031  0.0697
5 O -1.541 -4.294 -1.076  -0.0605
6 H -2.638 4.203 -2.449  0.0465
7 O -1.864 3.634 -2.528  -0.0448
8 O 1.633 3.930 -0.557  -0.0559
9 O -1.504 2.384 -0.128  -0.0983
10 O 2.832 0.139 1.696  -0.0416
11 H -1.552 -5.077 -1.639  0.0360
12 H 2.152 -0.424 1.308  0.0437
13 H -1.926 3.116 -0.591  0.0135
14 H -1.079 0.750 2.598  0.0216
15 O 4.284 -1.670 0.477  -0.0733
16 H 1.816 3.498 0.284  0.0288
17 H -1.660 -0.623 3.534  0.0192
18 H 3.660 -2.403 0.527  0.0276
19 H -2.085 2.215 0.622  0.0351
20 H 0.136 -0.073 -0.252  0.0272
21 O -0.607 1.582 2.484  -0.0342
22 O 0.911 -2.973 -0.886  -0.0434
23 H 3.246 0.563 0.936  0.0617
24 H -1.972 -2.094 3.761  0.0689
25 H 0.212 -2.342 -1.089  0.0327
26 O -0.420 0.682 -0.031  -0.0939
27 H 0.003 1.065 0.746  0.0018
28 H 1.284 -1.306 -4.524  0.0339
29 H 2.783 -1.174 -4.740  0.0363
30 O 2.111 -1.166 -4.049  -0.0583
31 H 3.983 -1.059 1.159  -0.0266
32 O -3.312 -1.832 1.471  -0.0769
33 H -0.831 -3.754 -1.440  -0.0174
34 H -1.156 4.236 -2.782  0.0518
35 H 1.632 4.870 -0.343  0.0320
36 H -3.273 -1.580 0.542  0.0345

=====

Entry iv
Here is a cluster of 12 separate species, H24O12 in total from OMol25. Energies are from ωB97M-V/def2-TZVPD.

The LUMO energy comes out at -0.0221 hartree. As for the gap between HOMO and LUMO: 9.40 eV.

Each line ends with the Löwdin charge.
Cartesian coordinates (Å):
1 H -3.089 1.724 -0.353  -0.0049
2 H -1.268 3.195 0.014  0.0778
3 O -1.310 2.408 -0.529  -0.0195
4 O 2.791 0.497 -1.544  -0.0280
5 H 0.537 -0.494 -4.069  0.0646
6 H 3.717 0.608 -1.759  0.0570
7 O -0.266 -0.008 0.139  -0.0580
8 H -0.473 -2.432 2.172  0.0389
9 H -1.255 -1.003 -1.625  -0.0048
10 H 3.229 -2.619 1.406  0.0243
11 H -0.179 -1.011 1.741  -0.0390
12 H -0.123 -3.428 -0.124  0.0487
13 H -0.167 2.169 2.257  0.0292
14 H 0.292 -1.981 -0.291  -0.0213
15 H 3.101 -0.093 2.397  0.0555
16 H 2.491 -2.122 0.181  -0.0134
17 H 2.487 1.380 -1.332  0.0417
18 H -1.311 2.737 -1.428  0.0819
19 H -0.625 0.792 -0.247  0.0039
20 H 0.595 0.863 2.347  -0.0154
21 O 3.274 -2.603 0.450  -0.0545
22 O -0.234 1.274 2.591  -0.0399
23 O -3.228 -0.359 1.865  -0.0576
24 O -1.739 -0.553 -2.318  -0.0656
25 H -2.335 -0.016 1.841  -0.0130
26 H -4.557 1.991 -0.608  0.0523
27 H -1.111 -0.473 -3.036  -0.0259
28 H 3.060 1.268 1.736  0.0482
29 H -3.709 0.183 1.239  -0.0203
30 H 0.665 0.017 -0.081  0.0340
31 O -3.962 1.550 -0.001  -0.0423
32 O 0.462 -2.861 -0.627  -0.0316
33 H 1.168 0.372 -2.999  0.0119
34 O 0.063 -1.670 2.391  -0.0431
35 O 0.377 0.281 -3.530  -0.0386
36 O 2.632 0.412 1.733  -0.0331

=====

Which structure loses on stability? entry iii does.

=====

Entry i
Here is an isolated molecule of C4H5N3S from OMol25. Energies are from ωB97M-V/def2-TZVPD.

The LUMO energy comes out at -0.0142 hartree. As for the gap between HOMO and LUMO: 8.66 eV.

Each line ends with the Löwdin charge.
Cartesian coordinates (Å):
1 H 0.333 1.085 1.543  0.1300
2 C 0.616 2.010 -0.191  -0.2488
3 H -3.165 -0.550 -0.329  0.0801
4 N 0.238 2.907 -0.846  0.1473
5 H 2.019 1.380 1.079  0.1009
6 C 1.078 1.003 0.736  -0.2199
7 H 0.117 -1.993 -0.376  0.0954
8 N -1.168 -0.373 0.025  0.0014
9 H -2.009 -2.095 -0.851  0.0988
10 S 2.794 -0.885 -0.432  0.6124
11 C -2.194 -1.079 -0.353  -0.0079
12 N 0.086 -1.071 -0.058  -0.0267
13 C 1.254 -0.337 0.055  -0.7631

=====

Entry ii
Here is an isolated molecule of C4H5N3S from OMol25. Energies are from ωB97M-V/def2-TZVPD.

The LUMO energy comes out at 0.0143 hartree. As for the gap between HOMO and LUMO: 8.53 eV.

Each line ends with the Löwdin charge.
Cartesian coordinates (Å):
1 H -1.341 -2.608 0.607  0.0121
2 S -1.975 -0.357 0.477  0.8929
3 N 0.700 -1.452 -0.183  0.0657
4 H 0.491 -1.780 -1.117  0.0695
5 H -1.018 2.888 -0.093  0.1148
6 C -0.528 0.607 0.199  -0.5221
7 N 0.862 2.142 -0.671  0.0044
8 C -0.354 1.996 -0.156  -0.1476
9 C 0.586 -0.067 -0.249  -0.4428
10 N 1.420 0.894 -0.701  0.0304
11 H 2.405 1.015 -0.833  0.1471
12 C -0.919 -1.734 0.943  -0.2575
13 H -0.328 -1.545 1.776  0.0330

=====

Entry iii
Here is an isolated molecule of C4H5N3S from OMol25. Energies are from ωB97M-V/def2-TZVPD.

The LUMO energy comes out at -0.0339 hartree. As for the gap between HOMO and LUMO: 7.80 eV.

Each line ends with the Löwdin charge.
Cartesian coordinates (Å):
1 H 2.656 0.537 0.800  0.1552
2 H -1.381 2.357 0.169  0.1461
3 C -1.139 1.200 0.220  -0.1685
4 N 0.133 1.065 -0.025  0.1030
5 N 0.813 -0.139 -0.199  -0.2642
6 N 0.132 -1.284 -0.054  0.0985
7 S -3.696 -0.119 -0.199  0.6836
8 C -1.111 -1.128 0.283  -0.1216
9 H -1.570 -2.103 0.495  0.0937
10 H 2.646 -1.020 -0.328  0.0798
11 C -2.110 0.118 -0.002  -0.7751
12 H 2.486 0.599 -0.985  0.0888
13 C 2.142 -0.083 -0.174  -0.1194

=====

Which structure loses on stability? entry iii does.

=====

Entry i
Here is an isolated molecule of C4H5N3S from OMol25. Energies are from ωB97M-V/def2-TZVPD.

The LUMO energy comes out at -0.0266 hartree. As for the gap between HOMO and LUMO: 8.02 eV.

Each line ends with the Löwdin charge.
Cartesian coordinates (Å):
1 C -0.207 0.280 -0.563  -0.3244
2 C -1.549 0.599 -0.464  -0.4475
3 H -1.301 2.352 -1.770  -0.1182
4 H 2.820 -0.705 0.723  0.1519
5 N 1.897 0.709 -0.848  -0.0140
6 N 0.752 1.107 -1.161  -0.0147
7 S -2.408 1.953 -1.133  0.7983
8 H -0.734 -1.140 1.890  0.1596
9 C 1.841 -0.386 0.062  -0.1050
10 C 0.543 -0.718 0.282  -0.3309
11 H -2.125 -0.314 0.011  0.1149
12 H 0.499 -2.124 1.817  0.0638
13 N -0.028 -1.611 1.153  0.0659

=====

Entry ii
Here is an isolated molecule of C4H5N3S from OMol25. Energies are from ωB97M-V/def2-TZVPD.

The LUMO energy comes out at 0.0271 hartree. As for the gap between HOMO and LUMO: 9.14 eV.

Each line ends with the Löwdin charge.
Cartesian coordinates (Å):
1 H 1.435 3.066 -0.433  0.0134
2 H -3.820 -0.778 -0.361  0.0567
3 C -3.257 -0.062 0.234  -0.1768
4 S -1.112 -1.029 -0.716  0.9228
5 C 0.523 -0.499 -0.305  -0.6694
6 N 1.375 -1.407 -0.024  -0.0590
7 N -1.995 0.037 0.269  -0.3546
8 C 1.166 2.068 -0.392  0.1499
9 H 3.172 -1.737 0.692  0.0981
10 C 0.840 0.897 -0.367  -0.1461
11 H 2.845 -0.113 0.418  0.0745
12 H -3.842 0.621 0.871  0.0710
13 N 2.669 -1.062 0.114  0.0195

=====

Which structure loses on stability? entry ii does.